Computed, not measured: the ion C27H44Cl2F3N2O6 with charge -1 in a non-equilibrium geometry, with ωB97M-V/def2-TZVPD.

Output
- HOMO: -5.12 eV
- HOMO-LUMO gap: 7.55 eV
- SMILES string: CCCCCCCCCC[C@]1(C(=O)[O-])O[C@@](N)(N(C(=O)F)C(=O)F)[C@@](C[C@H](C)Cl)(OC[C@H](C)CC(C)C)[C@]1(F)Cl

```
! RIJCOSX wB97M-V def2-TZVPD def2/J DEFGRID3
* xyz -1 1
C 2.43 -5.37 -0.06
C 3.56 -4.32 0.05
C 3.50 -3.62 1.42
C 4.57 -4.10 2.43
C 4.87 -2.98 3.43
C 3.64 -2.60 4.28
C 3.38 -1.07 4.33
C 1.96 -0.70 3.89
C 1.90 -0.18 2.45
C 0.63 -0.73 1.76
C 0.63 -0.30 0.30
C 1.34 -1.52 -0.41
O 2.43 -1.32 -0.98
O 0.77 -2.62 -0.31
O 1.41 0.84 -0.06
C 0.70 1.90 -0.68
N 1.30 3.04 -0.07
N 0.94 1.74 -2.12
C 2.33 1.53 -2.45
O 3.27 2.19 -2.12
F 2.48 0.51 -3.27
C 0.38 2.76 -2.92
O -0.07 2.56 -4.02
F 0.37 4.01 -2.42
C -0.76 1.51 -0.32
C -0.99 1.88 1.17
C -1.38 3.35 1.39
C -0.71 3.89 2.68
Cl -3.16 3.51 1.68
O -1.75 2.25 -1.03
C -2.59 1.48 -1.89
C -3.51 2.45 -2.63
C -4.52 3.03 -1.60
C -4.21 1.79 -3.81
C -4.87 0.42 -3.49
C -6.32 0.42 -3.99
C -4.07 -0.70 -4.18
C -0.74 -0.02 -0.43
F -0.58 -0.55 -1.67
Cl -2.05 -0.94 0.35
H 2.81 -6.25 -0.60
H 2.10 -5.70 0.93
H 1.57 -4.98 -0.59
H 3.37 -3.57 -0.71
H 4.52 -4.80 -0.12
H 3.61 -2.55 1.25
H 2.52 -3.78 1.85
H 4.27 -5.02 2.93
H 5.48 -4.30 1.86
H 5.70 -3.30 4.07
H 5.19 -2.10 2.87
H 3.76 -3.01 5.28
H 2.74 -3.05 3.86
H 3.56 -0.76 5.37
H 4.12 -0.53 3.75
H 1.56 0.03 4.60
H 1.32 -1.58 3.98
H 1.76 0.91 2.51
H 2.79 -0.40 1.87
H 0.67 -1.81 1.87
H -0.21 -0.35 2.35
H 0.81 3.91 -0.24
H 1.48 2.90 0.91
H -0.09 1.70 1.74
H -1.77 1.28 1.60
H -1.08 4.01 0.60
H -0.50 4.95 2.52
H 0.24 3.41 2.89
H -1.38 3.86 3.53
H -1.96 1.00 -2.64
H -3.23 0.78 -1.35
H -2.87 3.27 -2.96
H -4.57 2.37 -0.74
H -4.16 3.98 -1.23
H -5.52 3.13 -2.02
H -5.02 2.46 -4.11
H -3.55 1.75 -4.67
H -4.92 0.28 -2.41
H -6.71 -0.59 -4.07
H -6.94 0.92 -3.25
H -6.44 0.99 -4.91
H -3.63 -0.32 -5.10
H -4.68 -1.57 -4.41
H -3.23 -0.98 -3.55
*
```

Computed, not measured: a structure of composition C27H44F6OP2Sn in a non-equilibrium geometry, with ωB97M-V/def2-TZVPD.

Output
- HOMO (alpha / beta): -11.27 / -11.27 eV
- Energy above the lowest of the compared OMol25 structures with the same formula, charge and spin: 226.2 kcal/mol
- HOMO-LUMO gap (alpha / beta): 3.67 / 3.67 eV

```
! RIJCOSX wB97M-V def2-TZVPD def2/J DEFGRID3
* xyz 2 1
Sn 1.60 -0.84 0.71
C -2.79 2.99 -0.65
C -3.11 1.74 -1.24
C -4.26 1.93 0.75
C -3.49 3.11 0.56
C -4.04 1.09 -0.37
C -1.89 4.02 -1.24
H -1.11 3.56 -1.86
H -1.39 4.59 -0.44
H -2.44 4.73 -1.87
C -3.44 4.25 1.51
H -2.99 5.13 1.04
H -2.85 4.00 2.40
H -4.45 4.52 1.85
C -5.09 1.61 1.92
H -5.51 2.52 2.37
H -4.50 1.10 2.70
H -5.92 0.95 1.64
C -4.65 -0.24 -0.57
H -5.71 -0.22 -0.28
H -4.15 -1.00 0.06
H -4.58 -0.56 -1.61
C -2.62 1.23 -2.53
H -3.08 1.76 -3.38
H -2.85 0.16 -2.64
H -1.53 1.35 -2.62
C 3.41 -1.36 0.10
C 2.95 -0.40 -0.89
C 2.06 -0.62 -2.07
C 0.54 -0.41 -1.81
C 0.14 -1.21 -0.56
C 0.77 -2.53 -0.57
C 1.81 -3.25 0.24
C 3.30 -2.83 -0.12
H 2.18 -1.64 -2.44
H 0.02 -0.84 -2.68
H 2.41 0.06 -2.85
H 3.55 -3.08 -1.17
H 4.21 -1.00 0.75
H 3.71 0.39 -1.13
H 3.96 -3.36 0.58
H 1.71 -3.11 1.35
H 0.63 -3.04 -1.58
H 1.67 -4.32 0.14
H 0.25 0.64 -1.77
H -0.91 -1.04 -0.27
P 4.33 2.56 -1.74
C 5.85 2.03 -0.93
C 3.77 2.82 -3.43
P -0.69 -4.65 -1.62
C 3.11 2.48 -0.57
C 0.46 -6.07 -1.66
C -1.22 -4.85 0.12
H 5.70 1.81 0.15
H 6.47 2.93 -1.06
H 6.30 1.15 -1.43
H 2.76 2.43 -3.66
H 4.50 2.42 -4.15
H 3.78 3.93 -3.44
H -0.62 -5.58 0.68
H -2.29 -5.12 0.15
H -1.09 -3.85 0.54
H 2.04 2.41 -0.74
H 3.31 2.27 0.49
H 0.63 -6.55 -0.69
H 1.40 -5.65 -2.05
H 0.10 -6.83 -2.38
C 0.76 0.88 4.30
C 0.22 0.13 3.10
O 0.82 0.59 1.91
C 0.44 -1.38 3.34
F 0.05 -1.80 4.55
F -0.19 -2.19 2.40
F 1.81 -1.68 3.24
C -1.30 0.37 2.90
F -1.79 -0.26 1.79
F -2.06 -0.05 3.95
F -1.57 1.70 2.71
H 1.83 0.65 4.42
H 0.23 0.52 5.19
H 0.62 1.95 4.18
*
```

Computed, not measured: a structure of composition C27H45AsCrN3OSi3 in a non-equilibrium geometry, with ωB97M-V/def2-TZVPD.

Output
- HOMO (alpha / beta): -13.92 / -13.21 eV
- Energy above the lowest of the compared OMol25 structures with the same formula, charge and spin: 38.6 kcal/mol
- Expectation value of S²: 4.041
- HOMO-LUMO gap (alpha / beta): 7.11 / 6.53 eV

```
! RIJCOSX wB97M-V def2-TZVPD def2/J DEFGRID3
* xyz 2 4
Cr -0.34 0.98 -0.65
C -0.92 5.27 -0.94
C -1.79 5.50 0.12
C -2.11 4.44 0.95
C -1.57 3.19 0.70
N -0.74 2.96 -0.35
C -0.43 4.00 -1.13
C -1.85 2.00 1.52
C -2.50 1.97 2.74
C -2.65 0.74 3.38
C -2.15 -0.41 2.80
C -1.51 -0.31 1.57
N -1.38 0.87 0.96
C -0.95 -1.42 0.78
C -0.93 -2.74 1.19
C -0.44 -3.71 0.32
C 0.01 -3.32 -0.93
C -0.01 -1.98 -1.25
N -0.46 -1.04 -0.42
H -0.63 6.07 -1.62
H -2.21 6.48 0.28
H -2.78 4.59 1.79
H 0.25 3.78 -1.95
H -2.88 2.87 3.19
H -3.15 0.70 4.34
H -2.27 -1.37 3.28
H -1.30 -3.02 2.17
H -0.42 -4.75 0.62
H 0.37 -4.05 -1.64
H 0.34 -1.63 -2.22
C 4.65 -0.87 -1.53
C 3.68 -0.72 -0.37
C 3.55 -2.02 0.41
O 2.37 -0.37 -0.81
H 5.62 -1.20 -1.15
H 4.78 0.08 -2.04
H 4.28 -1.62 -2.23
H 4.05 0.06 0.31
H 3.27 -2.83 -0.26
H 2.79 -1.93 1.19
H 4.50 -2.27 0.88
C 4.52 1.30 -4.27
Si 2.67 1.14 -3.95
C 1.85 2.74 -4.52
C 1.89 -0.42 -4.66
As 1.94 1.20 -1.62
Si 3.26 2.78 -0.33
C 2.33 2.76 1.31
C 5.08 2.35 -0.10
C 3.14 4.42 -1.27
Si -2.15 0.91 -2.38
C -1.85 2.18 -3.76
C -2.38 -0.78 -3.19
C -3.72 1.41 -1.44
H 4.66 1.82 -5.22
H 5.03 0.34 -4.34
H 5.02 1.89 -3.50
H 1.75 2.78 -5.61
H 2.46 3.60 -4.23
H 0.86 2.87 -4.10
H 2.37 -0.70 -5.60
H 0.83 -0.28 -4.85
H 2.01 -1.27 -3.97
H 2.04 1.73 1.57
H 1.42 3.37 1.27
H 2.94 3.14 2.13
H 5.24 1.74 0.79
H 5.65 3.28 0.04
H 5.51 1.83 -0.95
H 2.11 4.68 -1.53
H 3.73 4.38 -2.18
H 3.54 5.22 -0.65
H -1.01 1.90 -4.40
H -1.69 3.19 -3.39
H -2.74 2.21 -4.40
H -1.48 -1.14 -3.69
H -3.16 -0.70 -3.95
H -2.69 -1.54 -2.47
H -3.69 2.45 -1.13
H -3.90 0.79 -0.56
H -4.58 1.29 -2.10
*
```

Computed, not measured: a structure of composition C27H45BN9O5SY in a non-equilibrium geometry, with ωB97M-V/def2-TZVPD.

Output
- HOMO: -0.20 eV
- Energy above the lowest of the compared OMol25 structures with the same formula, charge and spin: 333.9 kcal/mol
- HOMO-LUMO gap: 4.20 eV

```
! RIJCOSX wB97M-V def2-TZVPD def2/J DEFGRID3
* xyz -2 1
Y 0.09 -0.11 -0.06
C 4.32 1.52 3.17
C 3.16 0.90 2.39
C 2.82 -0.46 3.00
C 1.94 1.76 2.39
C 1.81 2.97 3.12
C 0.52 3.39 2.89
N -0.06 2.52 2.05
N 0.82 1.49 1.72
B -1.60 2.65 1.54
N -1.75 2.79 -0.23
C -2.14 3.85 -0.97
C -2.11 3.47 -2.28
C -1.70 2.08 -2.26
N -1.49 1.68 -1.01
C -1.58 1.26 -3.50
C -1.74 2.07 -4.78
C -2.65 0.17 -3.48
N -2.32 1.34 1.86
C -3.37 1.19 2.69
C -3.71 -0.14 2.71
C -2.81 -0.79 1.85
N -1.95 0.14 1.30
C -2.77 -2.30 1.63
C -2.90 -2.66 0.15
C -3.85 -3.03 2.45
H 5.18 0.86 3.13
H 4.04 1.67 4.22
H 4.60 2.49 2.74
H 3.50 0.76 1.36
H 2.49 -0.32 4.04
H 3.68 -1.12 2.99
H 2.02 -0.95 2.45
H 2.54 3.44 3.75
H 0.03 4.26 3.29
H -2.11 3.61 2.05
H -2.41 4.81 -0.56
H -2.35 4.07 -3.13
H -0.58 0.82 -3.52
H -2.72 2.54 -4.83
H -1.61 1.43 -5.65
H -0.98 2.86 -4.84
H -3.64 0.63 -3.47
H -2.56 -0.44 -2.59
H -2.56 -0.48 -4.35
H -3.83 2.01 3.23
H -4.50 -0.58 3.29
H -1.79 -2.64 1.96
H -3.89 -2.30 -0.23
H -2.84 -3.74 -0.01
H -2.01 -2.11 -0.48
H -4.86 -2.73 2.15
H -3.73 -2.83 3.52
H -3.75 -4.11 2.30
N 2.10 0.16 -1.37
C 2.17 1.15 -2.44
C 2.04 2.60 -1.93
C 0.66 3.00 -1.42
N 0.31 2.34 -0.18
H 2.92 0.20 -0.76
H 2.22 -0.78 -1.71
H 1.40 0.94 -3.19
H 3.14 1.07 -2.96
H 2.28 3.27 -2.77
H 2.79 2.79 -1.16
H -0.05 2.78 -2.17
H 0.64 4.10 -1.27
H -0.92 2.64 0.33
H 0.87 2.72 0.55
C -0.97 -3.82 -5.70
C -0.77 -3.01 -4.45
C -1.73 -2.94 -3.47
C -1.50 -2.18 -2.33
N -0.35 -1.48 -2.09
C 0.56 -1.57 -3.08
C 0.40 -2.31 -4.24
H -1.94 -4.31 -5.71
H -0.20 -4.60 -5.78
H -0.91 -3.18 -6.59
H -2.68 -3.46 -3.57
H -2.27 -2.14 -1.60
H 1.47 -1.04 -2.95
H 1.19 -2.32 -4.98
O -0.80 -1.70 0.58
O 3.05 -3.45 -0.67
S 3.14 -2.43 0.39
O 3.15 -3.04 1.72
O 1.95 -1.50 0.21
O 4.35 -1.56 0.19
*
```

Computed, not measured: a structure of composition C27H45BaBrN2O2P2 in a non-equilibrium geometry, with ωB97M-V/def2-TZVPD.

Output
- HOMO: -11.09 eV
- Energy above the lowest of the compared OMol25 structures with the same formula, charge and spin: 0.0 kcal/mol
- HOMO-LUMO gap: 5.14 eV

```
! RIJCOSX wB97M-V def2-TZVPD def2/J DEFGRID3
* xyz 2 1
N 3.96 -8.61 -3.66
C 2.98 -8.90 -2.79
C 2.28 -7.90 -2.08
C 2.62 -6.53 -2.27
C 3.66 -6.27 -3.19
C 4.30 -7.33 -3.86
C 1.93 -5.43 -1.58
Ba -1.98 -1.44 1.06
P -4.01 4.48 -1.59
C 1.82 -4.16 -2.06
C 1.33 -2.98 -1.37
C 1.10 -1.77 -2.07
C 0.74 -0.61 -1.41
C 0.76 -0.50 0.00
C 0.87 -1.76 0.70
C 0.99 -2.95 0.02
Br -1.61 1.52 0.79
H 1.51 -5.73 -0.62
H 2.15 -4.02 -3.10
H 1.45 -8.19 -1.44
H 3.98 -5.24 -3.41
H 2.74 -9.96 -2.64
H 5.12 -7.13 -4.57
H 1.22 -1.75 -3.16
H 0.87 -3.89 0.56
H 0.56 0.31 -2.01
H 0.91 -1.73 1.83
P 1.39 0.98 0.82
C -4.63 2.74 -1.54
C -5.81 2.65 -2.51
H -4.94 2.52 -0.51
H -3.80 2.08 -1.81
H -6.39 1.75 -2.34
H -6.48 3.51 -2.40
H -5.47 2.64 -3.55
C -2.57 4.34 -2.71
C -2.14 5.67 -3.32
H -2.88 3.65 -3.50
H -1.76 3.88 -2.13
H -1.43 5.49 -4.13
H -2.98 6.23 -3.74
H -1.64 6.32 -2.59
C -3.24 4.72 0.07
C -4.19 5.41 1.03
H -2.34 5.33 -0.09
H -2.94 3.73 0.43
H -3.69 5.59 1.98
H -4.52 6.38 0.64
H -5.09 4.82 1.24
C 1.42 2.14 2.28
C 2.79 2.62 2.72
H 0.83 1.66 3.06
H 0.84 3.01 1.95
H 3.33 1.86 3.30
H 3.43 2.93 1.88
H 2.68 3.51 3.35
C 1.35 2.24 -0.51
C 2.35 2.05 -1.62
H 1.61 3.14 0.07
H 0.30 2.35 -0.81
H 3.37 2.18 -1.25
H 2.29 1.07 -2.10
H 2.15 2.81 -2.38
C 3.13 0.43 0.86
C 3.30 -0.46 2.09
H 3.74 1.33 0.92
H 3.41 -0.11 -0.06
H 3.59 -1.48 1.78
H 4.07 -0.08 2.78
H 2.38 -0.56 2.69
N -2.34 -1.98 6.11
C -1.18 -1.18 5.63
C -1.36 -1.00 4.15
O -0.65 -0.22 3.46
O -2.30 -1.74 3.62
H -2.97 -1.41 6.69
H -2.05 -2.77 6.71
H -2.85 -2.34 5.27
H -1.14 -0.23 6.17
H -0.25 -1.71 5.83
*
```

Computed, not measured: a structure of composition C27H45Cl4O2PY in a non-equilibrium geometry, with ωB97M-V/def2-TZVPD.

Output
- HOMO (alpha / beta): -2.21 / -2.21 eV
- Energy above the lowest of the compared OMol25 structures with the same formula, charge and spin: 0.0 kcal/mol
- HOMO-LUMO gap (alpha / beta): 4.64 / 4.64 eV

```
! RIJCOSX wB97M-V def2-TZVPD def2/J DEFGRID3
* xyz -1 1
Y -0.34 1.11 3.81
Cl -2.52 0.92 2.59
P -0.17 0.35 -0.52
C -0.39 3.25 3.73
H 0.37 4.01 3.99
H -1.30 3.75 3.35
C 1.22 -0.54 -1.46
C -0.16 2.15 -1.04
C 2.60 0.08 -1.17
H 1.20 -1.53 -0.95
C 3.73 -0.82 -1.66
H 2.68 1.06 -1.66
H 2.72 0.24 -0.09
C 3.57 -1.23 -3.13
H 4.69 -0.30 -1.52
H 3.76 -1.71 -1.03
C 2.16 -1.72 -3.47
H 3.82 -0.37 -3.77
H 4.30 -2.01 -3.37
C 1.05 -0.80 -2.96
H 2.06 -1.85 -4.55
H 2.02 -2.72 -3.02
H 1.09 0.16 -3.50
H 0.08 -1.26 -3.17
C -1.81 -0.32 -1.14
C 0.37 2.43 -2.44
H -1.23 2.43 -1.02
C 0.28 3.93 -2.76
H 1.42 2.12 -2.51
H -0.19 1.87 -3.20
C 1.01 4.79 -1.72
H 0.70 4.12 -3.76
H -0.78 4.21 -2.79
C 0.55 4.48 -0.29
H 2.09 4.61 -1.80
H 0.84 5.85 -1.94
C 0.56 2.98 0.03
H 1.18 5.01 0.43
H -0.48 4.85 -0.16
H 1.60 2.64 0.13
H 0.09 2.83 1.02
C -1.83 -1.86 -1.07
H -2.49 0.07 -0.36
C -3.20 -2.43 -1.45
H -1.07 -2.26 -1.76
H -1.56 -2.19 -0.06
C -3.71 -1.90 -2.80
H -3.14 -3.53 -1.49
H -3.93 -2.17 -0.67
C -3.64 -0.37 -2.89
H -3.10 -2.34 -3.61
H -4.74 -2.23 -2.97
C -2.27 0.19 -2.51
H -3.89 -0.05 -3.91
H -4.39 0.07 -2.22
H -1.53 -0.11 -3.27
H -2.31 1.29 -2.53
C 0.22 -2.41 3.15
C -0.19 -1.75 4.19
H 1.11 -2.08 2.60
C -1.52 -2.03 4.87
H 0.48 -1.09 4.78
C -2.05 -3.45 4.59
H -1.47 -1.86 5.95
H -2.28 -1.33 4.48
C -1.88 -3.83 3.12
H -1.48 -4.16 5.21
H -3.10 -3.53 4.87
C -0.43 -3.66 2.63
H -2.21 -4.86 2.96
H -2.54 -3.18 2.51
H 0.14 -4.55 2.94
H -0.41 -3.66 1.53
Cl 2.14 1.79 4.96
C 3.16 1.56 3.40
Cl 3.09 3.06 2.44
Cl 4.80 1.19 3.85
C 2.49 0.44 2.56
O 3.12 -0.51 2.08
O 1.20 0.64 2.40
*
```